(1)
{"formula": "C50H26Cl5CrF5N7P2Se4", "method": "ωB97M-V with the def2-TZVPD basis set", "e_lumo_ha": [-0.0442, -0.0464], "spin_multiplicity": 4, "largest_force_ev_per_a": 1.12, "homo_lumo_gap_ev": [6.4, 6.5], "relative_energy_ev": 0.000, "elements": ["F", "C", "H", "Se", "C", "H", "C", "C", "H", "C", "C", "C", "N", "C", "C", "C", "P", "Se", "C", "H", "Cr", "C", "H", "H", "C", "H", "C", "C", "H", "C", "C", "C", "N", "F", "H", "C", "C", "C", "H", "C", "N", "C", "F", "C", "C", "H", "C", "C", "H", "Cl", "N", "C", "C", "C", "H", "H", "C", "H", "Se", "Cl", "H", "H", "N", "C", "C", "P", "H", "F", "H", "C", "C", "C", "C", "C", "C", "C", "Cl", "H", "C", "C", "C", "C", "F", "Cl", "N", "H", "N", "H", "H", "H", "C", "C", "H", "Cl", "C", "C", "Se", "H", "C", "C"], "xyz": [[2.181, 3.512, -3.863], [1.182, -7.080, -1.727], [3.452, 4.198, 0.393], [1.579, -2.195, 0.989], [-2.882, 2.671, 4.075], [1.305, 2.227, 3.167], [3.213, 0.640, -5.791], [2.735, -0.075, -3.515], [-0.568, 3.781, 3.871], [3.143, -0.343, -4.819], [2.402, 1.248, -3.239], [2.714, 0.977, 1.092], [-0.604, -1.869, -3.110], [0.998, -1.028, 4.072], [-0.848, -1.454, -5.454], [2.493, 2.253, -4.183], [-1.978, 2.567, 1.482], [-6.677, -2.183, -4.168], [0.633, -4.233, -1.579], [-1.903, -0.190, 2.564], [0.406, -2.072, -1.357], [1.149, 5.917, 1.887], [-5.365, -1.773, 0.039], [-1.290, -2.117, 1.331], [-1.114, 1.389, 0.411], [1.151, 2.511, 5.606], [0.644, 5.534, 0.651], [0.264, -5.172, -0.586], [-0.705, 4.230, -0.391], [1.236, -4.872, -2.693], [-0.095, -1.544, -4.292], [0.706, 5.289, 3.041], [-1.627, 1.349, -0.841], [3.567, 0.329, -7.041], [-2.688, -1.126, 4.713], [1.546, -6.232, -2.759], [3.991, 0.430, 1.051], [-2.202, -1.692, -5.395], [6.069, 0.819, 0.726], [0.933, -0.864, 5.447], [-6.044, -2.127, -2.526], [4.882, 2.602, 0.549], [3.449, -1.597, -5.173], [-4.309, -1.906, -0.150], [1.107, 0.087, 3.249], [-3.688, 2.813, 6.051], [-0.040, 0.481, 0.426], [-2.342, 1.830, 3.100], [-3.673, -1.787, 1.895], [2.363, -6.887, -4.122], [-0.964, 0.485, -1.549], [1.096, 1.519, 5.176], [-3.289, 2.153, 5.292], [-2.771, -1.967, -4.153], [5.727, 3.237, 0.314], [1.519, 2.760, 0.867], [-3.858, -2.051, -1.458], [0.959, -1.329, -4.316], [-3.755, 3.260, 0.618], [-0.539, -4.682, 0.865], [0.985, -2.017, 3.632], [0.983, 6.026, -0.251], [-1.580, -2.199, -0.692], [-3.376, -1.908, 0.863], [-1.941, -2.041, -3.031], [1.312, -0.110, 1.458], [-3.005, 3.724, 3.855], [3.000, 2.905, -6.389], [0.850, -1.732, 6.087], [-4.198, -2.086, -3.944], [2.909, 1.950, -5.468], [0.973, 0.407, 5.998], [-0.233, 4.269, 2.967], [-0.297, 4.521, 0.571], [-2.723, -0.057, 4.542], [-2.481, -2.148, -1.691], [-0.079, -7.606, 0.579], [-2.835, -1.632, -6.270], [5.076, 1.247, 0.778], [-0.732, 3.877, 1.729], [-2.283, 0.465, 3.334], [-2.036, -2.075, 0.549], [1.960, 1.572, -2.031], [1.550, -8.755, -1.790], [-0.006, -0.066, -0.821], [4.124, -0.633, 1.210], [-5.080, -2.139, -4.909], [1.089, 5.587, 4.009], [-3.536, 0.383, 6.476], [-0.359, -1.190, -6.380], [-3.206, 0.787, 5.528], [1.176, 1.362, 3.803], [0.922, 0.532, 7.072], [1.608, -4.012, -4.137], [2.517, 2.336, 0.869], [3.607, 3.147, 0.597], [2.730, -1.420, -2.155], [1.883, 6.709, 1.954], [-4.738, -2.084, -2.607], [0.491, -6.547, -0.653]], "lowdin_charge": [0.12, -0.72, 0.10, 0.52, -0.11, 0.08, -0.14, -0.48, 0.09, -0.27, -0.25, -0.34, 0.02, -0.11, 0.00, -0.14, 0.49, 1.14, -0.23, 0.07, 0.30, -0.08, 0.13, 0.06, -0.40, 0.11, -0.08, -0.68, 0.11, -0.67, -0.14, -0.07, 0.00, 0.12, 0.11, -0.72, -0.09, 0.04, 0.11, -0.07, -0.23, -0.07, 0.07, 0.05, -0.33, 0.11, -0.39, -0.36, 0.11, 0.68, -0.01, -0.06, -0.07, -0.07, 0.11, 0.08, -0.06, 0.05, 0.28, 0.68, 0.06, 0.11, 0.02, -0.01, -0.12, 0.73, 0.11, 0.13, 0.11, -0.33, -0.14, -0.07, -0.10, -0.11, -0.08, -0.12, 0.67, 0.13, -0.06, -0.35, -0.09, -0.17, 0.09, 0.69, -0.16, 0.09, -0.23, 0.11, 0.11, 0.12, -0.08, -0.08, 0.11, 0.73, -0.09, -0.06, 0.75, 0.11, -0.33, -0.72]}

***

(2)
{"formula": "C50H33N9Sc", "method": "ωB97M-V with the def2-TZVPD basis set", "e_lumo_ha": [-0.1459, -0.1456], "largest_force_ev_per_a": 3.70, "homo_lumo_gap_ev": [5.1, 5.1], "total_charge": 1, "elements": ["C", "H", "H", "C", "H", "N", "C", "C", "N", "C", "C", "C", "H", "C", "H", "C", "C", "H", "N", "H", "H", "N", "H", "C", "C", "C", "C", "C", "C", "C", "C", "C", "H", "C", "H", "C", "C", "H", "N", "H", "C", "C", "C", "H", "C", "C", "H", "C", "H", "C", "H", "C", "H", "H", "H", "H", "H", "H", "C", "C", "H", "C", "H", "C", "H", "C", "H", "C", "C", "H", "C", "C", "C", "C", "C", "H", "H", "C", "C", "H", "C", "N", "C", "N", "H", "C", "Sc", "N", "C", "N", "C", "H", "C"], "xyz": [[-20.046, 9.853, 10.089], [-19.380, 7.303, 0.561], [-27.543, 9.472, 4.169], [-25.983, 7.303, 2.147], [-18.066, 7.762, -1.573], [-18.462, 9.226, 5.366], [-15.590, 7.955, 0.673], [-17.689, 10.551, 7.455], [-20.672, 8.111, 4.120], [-18.345, 4.984, 6.772], [-22.238, 7.625, 8.093], [-22.037, 8.360, 3.792], [-24.106, 6.525, 8.829], [-15.489, 11.843, 8.074], [-15.648, 11.103, 5.539], [-23.517, 6.862, 12.280], [-25.613, 8.616, 4.514], [-28.008, 7.967, 2.153], [-20.512, 5.571, 5.675], [-23.033, 9.022, 1.942], [-23.932, 6.677, 2.204], [-19.807, 3.426, 5.544], [-15.812, 8.177, 2.770], [-19.537, 4.636, 6.056], [-16.467, 10.472, 5.235], [-18.983, 10.555, 9.611], [-22.984, 7.561, 5.920], [-16.019, 5.579, 8.046], [-17.938, 9.152, 4.058], [-17.575, 7.696, -0.614], [-21.306, 4.877, 4.829], [-24.504, 7.971, 3.914], [-20.488, 8.990, 0.899], [-15.740, 14.123, 8.860], [-24.524, 6.902, 12.665], [-16.194, 7.787, -0.537], [-21.842, 7.484, 10.592], [-17.679, 14.985, 8.729], [-19.587, 9.044, 7.973], [-22.806, 5.914, 14.052], [-27.048, 8.041, 2.671], [-16.323, 8.157, 1.836], [-18.698, 10.056, 8.297], [-14.520, 7.997, 0.760], [-20.779, 7.139, 11.497], [-16.872, 6.619, 7.606], [-14.857, 10.966, 8.034], [-16.735, 9.948, 4.004], [-21.384, 2.788, 4.473], [-16.878, 11.712, 7.881], [-16.664, 7.657, 7.656], [-19.931, 8.391, 2.990], [-25.549, 9.068, 5.526], [-22.233, 5.232, 4.447], [-26.112, 6.853, 1.147], [-23.988, 7.833, 10.479], [-20.325, 6.116, 13.363], [-13.862, 13.165, 8.575], [-26.799, 8.775, 3.806], [-17.068, 14.075, 8.642], [-15.076, 5.755, 8.586], [-17.672, 12.866, 8.208], [-16.221, 10.176, 3.059], [-24.719, 7.253, 2.735], [-15.617, 7.557, -1.453], [-23.183, 7.440, 11.054], [-18.365, 11.325, 10.086], [-17.433, 3.982, 7.155], [-20.423, 8.875, 9.092], [-17.634, 2.944, 6.939], [-17.616, 10.158, 6.093], [-22.093, 8.821, 2.445], [-23.881, 6.820, 6.713], [-22.489, 6.369, 13.041], [-20.816, 8.854, 1.944], [-15.202, 15.019, 9.113], [-19.738, 7.282, 11.100], [-23.488, 6.893, 8.042], [-21.481, 7.966, 9.278], [-20.540, 10.051, 11.070], [-18.496, 8.432, 2.980], [-21.874, 7.941, 6.780], [-23.155, 8.016, 4.583], [-20.967, 3.603, 4.908], [-24.774, 6.297, 6.377], [-18.305, 7.672, 0.569], [-19.886, 7.759, 6.171], [-18.057, 6.267, 7.011], [-17.735, 8.107, 1.750], [-16.312, 4.279, 7.798], [-14.938, 13.044, 8.483], [-18.755, 12.807, 8.181], [-21.106, 6.471, 12.703]], "lowdin_charge": [0.00, 0.13, 0.11, -0.08, 0.11, 0.01, -0.08, -0.09, 0.02, -0.20, -0.19, -0.21, 0.09, -0.05, 0.11, -0.08, -0.02, 0.12, 0.08, 0.12, 0.13, 0.14, 0.10, -0.26, 0.03, 0.00, -0.23, -0.06, -0.21, -0.06, -0.08, -0.18, 0.11, -0.10, 0.11, -0.09, -0.18, 0.12, 0.03, 0.13, -0.08, -0.04, -0.23, 0.11, -0.01, -0.03, 0.11, -0.02, 0.18, -0.18, 0.10, -0.22, 0.13, 0.13, 0.11, 0.10, 0.10, 0.11, -0.08, -0.08, 0.12, -0.02, 0.12, -0.06, 0.12, -0.03, 0.13, -0.04, -0.22, 0.12, -0.15, 0.00, -0.02, -0.09, 0.00, 0.11, 0.13, 0.01, -0.07, 0.14, -0.04, -0.02, -0.05, 0.05, 0.12, -0.04, 1.09, 0.07, -0.16, 0.10, -0.07, 0.12, -0.05]}